(1)
Molecular formula: C26H34F12INO12
Method: DFT, ωB97M-V/def2-TZVPD

Properties
Strongest force on any atom in eV/Å: 4.023
Gap between HOMO and LUMO in eV: 9.3
LUMO energy in eV: 0.17
SMILES: O=C(O)CCC[C@H]1C[C@H](CC(=O)I)NC1=O.CCOC(=O)C(F)(F)F.CCOC(=O)C(F)(F)F.CCOC(=O)C(F)(F)F.CCOC(=O)C(F)(F)F
E_tot in eV: -94284.85452

Structure (ORCA input):
```
! RIJCOSX wB97M-V def2-TZVPD def2/J DEFGRID3
* xyz 0 1
O -5.53 -6.88 2.09
C -4.44 -6.59 2.41
O -4.23 -5.76 3.48
C -3.20 -7.05 1.66
C -2.87 -6.12 0.46
C -2.89 -4.65 0.94
C -2.06 -3.68 0.07
C -2.66 -3.14 -1.26
C -3.33 -1.73 -0.94
C -2.47 -0.51 -1.34
C -3.17 0.80 -0.96
O -3.66 1.45 -1.76
I -3.32 1.51 1.07
N -3.39 -1.77 0.53
C -2.13 -2.35 0.90
O -1.32 -1.94 1.63
H -4.70 -6.15 4.24
H -3.30 -8.09 1.36
H -2.37 -7.00 2.38
H -1.91 -6.42 0.02
H -3.63 -6.22 -0.32
H -2.43 -4.63 1.94
H -3.94 -4.36 1.06
H -1.07 -4.09 -0.14
H -3.42 -3.78 -1.73
H -1.84 -2.86 -1.93
H -4.33 -1.58 -1.36
H -1.46 -0.57 -0.93
H -2.35 -0.57 -2.43
H -4.21 -2.27 0.84
C -4.11 2.31 -4.60
C -3.87 3.27 -5.75
O -2.60 3.03 -6.38
C -2.56 2.04 -7.27
O -3.48 1.36 -7.59
C -1.15 1.94 -7.87
F -0.20 2.02 -6.93
F -0.93 2.94 -8.75
F -0.98 0.79 -8.52
H -3.29 2.37 -3.89
H -5.03 2.55 -4.09
H -4.16 1.28 -4.96
H -3.84 4.29 -5.38
H -4.68 3.22 -6.49
C 1.42 -1.11 2.52
C 1.96 -0.34 1.33
O 2.01 1.07 1.61
C 3.07 1.50 2.28
O 3.98 0.82 2.67
C 3.00 3.03 2.45
F 1.77 3.43 2.82
F 3.30 3.65 1.30
F 3.85 3.46 3.38
H 0.46 -0.72 2.82
H 1.31 -2.17 2.27
H 2.09 -1.03 3.38
H 1.29 -0.46 0.48
H 2.94 -0.71 1.03
C 8.15 0.03 5.74
C 7.35 -0.26 4.48
O 8.08 -1.13 3.60
C 8.01 -2.43 3.87
O 7.39 -2.92 4.77
C 8.80 -3.22 2.82
F 9.99 -2.66 2.56
F 8.12 -3.28 1.66
F 9.02 -4.48 3.22
H 9.13 0.43 5.49
H 7.62 0.75 6.37
H 8.31 -0.88 6.32
H 7.18 0.66 3.93
H 6.37 -0.68 4.71
C 0.94 5.22 -0.48
C -0.33 5.59 0.26
O -1.14 6.49 -0.52
C -1.92 5.93 -1.44
O -1.99 4.76 -1.66
C -2.76 7.00 -2.14
F -2.02 8.08 -2.46
F -3.76 7.42 -1.35
F -3.30 6.54 -3.27
H 1.49 6.12 -0.78
H 1.58 4.61 0.14
H 0.71 4.67 -1.40
H -0.08 6.12 1.18
H -0.90 4.71 0.54
*
```

These are the Mulliken partial charges, in e, on atoms 1 to 4: -0.489, 0.422, -0.442, -0.586

***

(2)
Molecular formula: C26H34FN5O5RuS3
Method: DFT, ωB97M-V/def2-TZVPD

Properties
Strongest force on any atom in eV/Å: 0.705
Gap between HOMO and LUMO (spin up / spin down) in eV: 5.5 / 5.3
LUMO energy (spin up / spin down) in eV: -3.33 / -3.33
Energy relative to the best compared isomer or geometry (same formula, charge and spin) in kJ/mol: 97.3
E_tot in eV: -83000.66588

Structure (ORCA input):
```
! RIJCOSX wB97M-V def2-TZVPD def2/J DEFGRID3
* xyz 1 2
Ru 2.55 -1.07 0.33
S 1.61 -3.10 4.25
C 1.91 -2.27 2.87
S 3.44 -1.65 2.35
S 0.77 -1.83 1.64
C -1.60 5.73 0.00
C -1.54 4.72 1.14
N -0.99 3.43 0.71
C 0.32 3.18 0.90
C 0.97 2.05 0.52
C 2.45 1.99 0.86
O 3.02 3.03 1.14
O 3.02 0.84 0.80
C 0.27 1.03 -0.18
O 0.73 -0.04 -0.61
C -1.17 1.29 -0.37
C -1.96 0.30 -0.96
C -3.30 0.49 -1.11
F -4.04 -0.51 -1.63
C -3.92 1.68 -0.72
C -3.14 2.66 -0.14
C -1.77 2.47 0.07
N -5.32 1.93 -0.89
C -6.12 2.21 0.29
C -7.08 3.35 -0.07
N -7.30 3.30 -1.56
C -7.45 1.88 -2.03
C -6.08 1.19 -1.88
H -2.01 6.68 0.36
H -2.23 5.37 -0.82
H -0.61 5.92 -0.40
H -2.51 4.55 1.59
H -0.89 5.08 1.93
H 0.90 3.95 1.39
H -1.49 -0.63 -1.26
H -3.61 3.60 0.12
H -5.49 2.51 1.12
H -6.68 1.33 0.61
H -6.66 4.33 0.15
H -8.05 3.26 0.42
H -6.47 3.69 -2.01
H -8.11 3.86 -1.83
H -7.80 1.88 -3.06
H -8.21 1.43 -1.40
H -5.54 1.21 -2.83
H -6.26 0.14 -1.62
N 2.53 -3.07 -0.41
C 2.81 -4.01 0.22
N 3.11 -5.06 0.90
C 4.50 -5.40 1.21
C 4.66 -6.90 1.05
O 3.72 -7.60 1.85
C 2.39 -7.29 1.47
C 2.09 -5.82 1.65
H 4.71 -5.11 2.24
H 5.16 -4.86 0.54
H 5.65 -7.22 1.39
H 4.53 -7.18 0.00
H 1.73 -7.89 2.11
H 2.22 -7.58 0.42
H 2.16 -5.54 2.71
H 1.11 -5.55 1.28
C 5.74 0.10 -2.30
C 5.93 0.86 -0.99
C 5.60 -0.20 0.04
O 4.56 -1.01 -0.58
C 4.51 -0.75 -2.00
H 6.60 -0.54 -2.50
H 5.58 0.74 -3.17
H 5.21 1.69 -0.91
H 6.93 1.26 -0.87
H 5.21 0.21 0.96
H 6.45 -0.85 0.24
H 3.59 -0.19 -2.22
H 4.47 -1.70 -2.52
*
```

These are the Mulliken partial charges, in e, on atoms 1 to 4: 0.514, -0.260, 0.239, -0.407

***

(3)
Molecular formula: C26H34InN2O2PSi2
Method: DFT, ωB97M-V/def2-TZVPD

Properties
Strongest force on any atom in eV/Å: 1.587
Gap between HOMO and LUMO in eV: 5.7
LUMO energy in eV: -2.15
Energy relative to the best compared isomer or geometry (same formula, charge and spin) in kJ/mol: 19.4
E_tot in eV: -64809.43132

Structure (ORCA input):
```
! RIJCOSX wB97M-V def2-TZVPD def2/J DEFGRID3
* xyz 0 1
In -1.07 -2.39 -0.47
C 3.51 -3.35 -1.40
Si 2.40 -1.78 -1.52
C 1.21 -1.97 -3.00
C 3.58 -0.28 -1.76
N 1.37 -1.53 -0.13
C 1.70 -1.49 1.11
C 3.07 -1.54 1.56
C 3.41 -1.50 2.87
C 2.40 -1.45 3.87
C 1.10 -1.42 3.52
C 0.65 -1.42 2.15
N -0.59 -1.38 1.81
Si -1.97 -1.48 2.90
C -1.83 -3.07 3.97
C -3.59 -1.68 1.94
C -2.04 0.14 3.93
H 4.04 -3.49 -2.34
H 2.93 -4.24 -1.21
H 4.26 -3.28 -0.62
H 1.67 -1.62 -3.92
H 0.31 -1.38 -2.84
H 0.92 -3.01 -3.14
H 3.77 -0.12 -2.81
H 4.53 -0.45 -1.26
H 3.15 0.62 -1.35
H 3.83 -1.55 0.80
H 4.44 -1.50 3.17
H 2.70 -1.42 4.91
H 0.34 -1.35 4.28
H -1.76 -3.94 3.32
H -2.72 -3.19 4.59
H -0.97 -3.09 4.64
H -3.52 -2.45 1.18
H -3.89 -0.76 1.44
H -4.39 -1.95 2.62
H -1.22 0.24 4.63
H -2.97 0.18 4.50
H -2.02 1.00 3.27
O -4.67 -0.08 -1.19
C -3.47 0.00 -1.00
O -2.60 -0.91 -1.17
C -2.84 1.33 -0.54
P -1.01 1.03 -0.64
C -0.54 2.75 -0.17
C -0.50 3.83 -1.05
C -0.22 5.11 -0.59
C 0.00 5.33 0.75
C -0.04 4.27 1.64
C -0.30 2.99 1.18
C -0.73 1.13 -2.45
C -1.67 0.82 -3.43
C -1.30 0.82 -4.76
C 0.00 1.11 -5.13
C 0.94 1.44 -4.16
C 0.57 1.44 -2.83
H -3.12 1.53 0.50
H -3.15 2.19 -1.14
H -0.68 3.67 -2.10
H -0.19 5.93 -1.30
H 0.21 6.33 1.11
H 0.12 4.44 2.70
H -0.33 2.16 1.87
H -2.68 0.56 -3.16
H -2.04 0.60 -5.52
H 0.29 1.09 -6.17
H 1.95 1.70 -4.44
H 1.28 1.69 -2.06
*
```

These are the Mulliken partial charges, in e, on atoms 1 to 4: 0.655, -1.195, 0.022, -0.816

***

(4)
Molecular formula: C26H34IrN4S2
Method: DFT, ωB97M-V/def2-TZVPD

Properties
Strongest force on any atom in eV/Å: 0.622
Gap between HOMO and LUMO (spin up / spin down) in eV: 7.4 / 6.1
LUMO energy (spin up / spin down) in eV: -6.23 / -7.56
Energy relative to the best compared isomer or geometry (same formula, charge and spin) in kJ/mol: 0.0
E_tot in eV: -57969.96057

Structure (ORCA input):
```
! RIJCOSX wB97M-V def2-TZVPD def2/J DEFGRID3
* xyz 2 2
Ir 0.87 -0.90 -0.07
C 3.12 -1.12 -2.81
C 3.61 -1.49 -1.46
N 2.91 -1.41 -0.35
C 3.64 -1.78 0.77
C 4.91 -2.16 0.49
S 5.20 -2.05 -1.18
C 2.93 -1.67 2.04
C 3.33 -1.93 3.30
S 2.07 -1.56 4.39
C 1.07 -1.05 3.12
N 1.64 -1.17 1.94
C -0.29 -0.49 3.35
H 2.03 -1.19 -2.84
H 3.53 -1.78 -3.57
H 3.41 -0.10 -3.06
H 5.67 -2.50 1.18
H 4.28 -2.32 3.64
H -0.65 -0.72 4.36
H -1.00 -0.88 2.63
H -0.28 0.60 3.25
C 2.78 1.71 1.34
C 2.13 1.92 0.03
C 2.21 3.14 -0.74
C 1.47 2.94 -1.86
C 0.96 1.61 -1.79
C 0.11 0.97 -2.81
N 1.38 1.01 -0.63
H 3.18 2.64 1.71
H 3.60 0.99 1.26
H 2.07 1.31 2.06
H 2.75 4.02 -0.45
H 1.29 3.63 -2.67
H -0.93 1.29 -2.68
H 0.13 -0.12 -2.74
H 0.42 1.28 -3.81
C -1.61 3.84 1.34
C -2.17 2.62 0.67
C -3.48 2.61 0.18
C -4.02 1.49 -0.44
C -5.45 1.49 -0.92
C -3.24 0.35 -0.57
C -1.92 0.33 -0.11
C -1.41 1.48 0.52
N -1.06 -0.76 -0.26
C -1.55 -2.16 -0.49
C -2.46 -2.62 0.64
C -2.17 -2.38 -1.87
C -0.25 -2.99 -0.47
H -2.38 4.40 1.87
H -1.18 4.52 0.59
H -0.82 3.58 2.05
H -4.09 3.50 0.29
H -5.78 2.50 -1.16
H -6.11 1.10 -0.14
H -5.57 0.87 -1.80
H -3.67 -0.50 -1.06
H -0.41 1.45 0.93
H -3.33 -1.99 0.76
H -1.92 -2.64 1.59
H -2.80 -3.64 0.44
H -3.17 -1.99 -1.98
H -2.23 -3.46 -2.04
H -1.55 -1.95 -2.66
H 0.45 -2.70 0.39
H 0.25 -3.02 -1.43
H -0.44 -4.02 -0.18
*
```

These are the Mulliken partial charges, in e, on atoms 1 to 4: -0.429, -1.044, 0.526, 0.648

***

(5)
Molecular formula: C26H34IrN6O2S2
Method: DFT, ωB97M-V/def2-TZVPD

Properties
Strongest force on any atom in eV/Å: 4.211
Gap between HOMO and LUMO (spin up / spin down) in eV: 4.3 / 4.1
LUMO energy (spin up / spin down) in eV: -8.68 / -8.88
E_tot in eV: -65042.19658

Structure (ORCA input):
```
! RIJCOSX wB97M-V def2-TZVPD def2/J DEFGRID3
* xyz 2 2
Ir -0.85 -0.69 -1.06
C 3.68 -0.39 -1.03
C 2.29 -0.15 -1.55
N 1.37 -1.08 -1.30
N 1.78 -2.24 -0.85
C 1.03 -3.11 -0.29
S -0.65 -2.89 0.09
S 1.77 -4.69 0.02
C 1.69 -4.78 1.86
C 2.89 -4.07 2.40
C 4.12 -4.72 2.42
C 5.23 -4.12 2.98
C 5.13 -2.84 3.50
C 3.92 -2.17 3.45
C 2.81 -2.76 2.89
C 2.01 1.01 -2.32
C 3.02 1.96 -2.57
C 2.81 3.06 -3.36
C 1.54 3.31 -3.91
C 0.52 2.43 -3.68
C 0.71 1.23 -2.94
O -0.26 0.41 -2.86
H 3.70 -1.27 -0.39
H 4.06 0.47 -0.48
H 4.35 -0.57 -1.88
H 1.73 -5.84 2.09
H 0.74 -4.36 2.18
H 4.19 -5.72 2.02
H 6.18 -4.65 3.00
H 6.00 -2.36 3.92
H 3.84 -1.17 3.86
H 1.86 -2.24 2.87
H 4.00 1.82 -2.14
H 3.63 3.75 -3.55
H 1.38 4.20 -4.49
H -0.46 2.60 -4.11
C -2.77 3.94 1.25
C -3.30 2.92 0.26
N -2.36 1.82 0.18
C -1.42 1.52 1.09
N -0.60 0.51 0.79
C 0.37 0.09 1.78
C 0.86 1.28 2.60
C -0.34 1.96 3.24
N -1.34 2.23 2.22
C -2.37 3.20 2.53
H -3.53 4.69 1.48
H -1.90 4.45 0.83
H -3.41 3.36 -0.73
H -4.28 2.55 0.58
H -2.40 1.21 -0.63
H 1.20 -0.39 1.27
H -0.10 -0.65 2.44
H 1.38 1.98 1.94
H 1.56 0.94 3.37
H -0.05 2.91 3.69
H -0.78 1.33 4.02
H -1.98 3.90 3.27
H -3.25 2.69 2.95
C -5.66 -0.52 -4.19
N -4.93 -0.56 -2.94
C -5.62 -0.20 -1.73
C -3.64 -0.83 -2.89
O -2.97 -0.74 -1.85
H -6.72 -0.40 -3.98
H -5.53 -1.44 -4.76
H -5.34 0.31 -4.81
H -6.67 -0.49 -1.80
H -5.57 0.88 -1.55
H -5.16 -0.71 -0.89
H -3.19 -1.13 -3.85
*
```

These are the Mulliken partial charges, in e, on atoms 1 to 4: 2.269, -1.774, 1.087, 0.068

***

(6)
Molecular formula: C26H34N2O2
Method: DFT, ωB97M-V/def2-TZVPD

Properties
Strongest force on any atom in eV/Å: 0.614
Gap between HOMO and LUMO in eV: 9.6
LUMO energy in eV: 0.66
Energy relative to the best compared isomer or geometry (same formula, charge and spin) in kJ/mol: 28.5
SMILES: CCCCC[C@H]1CN(CCc2ccccc2)C(=O)[C@@H]1CC(=O)NCc1ccccc1
E_tot in eV: -34591.26475

Structure (ORCA input):
```
! RIJCOSX wB97M-V def2-TZVPD def2/J DEFGRID3
* xyz 0 1
C 4.60 2.69 -2.08
C 4.40 2.93 -0.58
C 3.03 3.50 -0.24
C 1.88 2.53 -0.53
C 0.55 3.09 -0.04
C -0.65 2.16 -0.27
H -1.55 2.67 0.10
C -0.83 1.79 -1.75
N -0.13 0.53 -1.87
C 0.09 -0.07 -0.70
O 0.63 -1.16 -0.56
C -0.47 0.80 0.42
C -1.79 0.21 0.94
C -1.60 -0.78 2.09
O -2.26 -0.70 3.11
N -0.69 -1.74 1.86
H -0.12 -1.70 1.01
C -0.22 -2.63 2.90
C 1.11 -2.17 3.44
C 2.18 -1.99 2.58
C 3.40 -1.54 3.06
C 3.55 -1.26 4.41
C 2.49 -1.44 5.28
C 1.27 -1.89 4.79
H 0.43 -2.01 5.47
H 2.60 -1.23 6.33
H 4.50 -0.91 4.79
H 4.23 -1.40 2.38
H 2.07 -2.20 1.53
H -0.13 -3.64 2.48
H -0.98 -2.63 3.69
H -2.43 1.01 1.32
H -2.34 -0.29 0.13
H 0.23 0.86 1.25
C 0.20 -0.06 -3.14
H 0.14 0.72 -3.90
H 1.23 -0.43 -3.09
C -0.72 -1.24 -3.49
C -2.17 -0.83 -3.37
C -2.94 -1.28 -2.31
C -4.25 -0.86 -2.16
C -4.81 0.01 -3.08
C -4.05 0.44 -4.16
C -2.74 0.03 -4.30
H -2.16 0.37 -5.15
H -4.49 1.11 -4.89
H -5.83 0.34 -2.97
H -4.83 -1.21 -1.32
H -2.50 -1.96 -1.59
H -0.50 -1.56 -4.51
H -0.51 -2.06 -2.81
H -1.89 1.65 -2.01
H -0.41 2.53 -2.42
H 0.36 4.04 -0.55
H 0.62 3.30 1.03
H 2.10 1.58 -0.03
H 1.84 2.34 -1.60
H 2.87 4.43 -0.80
H 3.01 3.75 0.83
H 4.55 1.99 -0.04
H 5.17 3.63 -0.24
H 4.40 3.60 -2.64
H 5.62 2.38 -2.28
H 3.93 1.91 -2.44
*
```

These are the Mulliken partial charges, in e, on atoms 1 to 4: -1.070, -0.483, -0.817, 0.103

***

(7)
Molecular formula: C26H34N2O2
Method: DFT, ωB97M-V/def2-TZVPD

Properties
Strongest force on any atom in eV/Å: 0.526
Gap between HOMO and LUMO in eV: 9.1
LUMO energy in eV: 0.74
Energy relative to the best compared isomer or geometry (same formula, charge and spin) in kJ/mol: 169.5
SMILES: Cc1cc(C)c(CN2CCC(Oc3ccc(C(=O)N4CCCC4)cc3)CC2)cc1C
E_tot in eV: -34589.80319

Structure (ORCA input):
```
! RIJCOSX wB97M-V def2-TZVPD def2/J DEFGRID3
* xyz 0 1
C 4.64 -6.99 -0.46
C 3.50 -6.02 -0.53
C 2.59 -6.09 -1.58
C 1.52 -5.21 -1.69
C 1.36 -4.23 -0.72
C 2.27 -4.16 0.33
C 3.34 -5.04 0.44
C 4.29 -4.93 1.59
H 4.01 -4.11 2.25
H 5.31 -4.75 1.23
H 4.30 -5.85 2.17
H 2.14 -3.40 1.09
C 0.23 -3.24 -0.79
N 0.33 -2.39 -1.97
C 1.58 -1.66 -2.06
C 1.74 -0.57 -0.99
H 2.18 -0.98 -0.09
H 2.40 0.22 -1.36
C 0.38 0.08 -0.66
C -0.55 -0.04 -1.87
C -0.81 -1.52 -2.19
H -1.65 -1.88 -1.59
H -1.10 -1.60 -3.25
H -1.49 0.47 -1.68
H -0.07 0.46 -2.71
H -0.07 -0.42 0.21
O 0.65 1.44 -0.33
C -0.25 2.17 0.37
C 0.13 3.48 0.65
C -0.69 4.32 1.36
C -1.93 3.88 1.82
C -2.30 2.56 1.57
C -1.48 1.72 0.84
H -1.82 0.71 0.66
H -3.24 2.21 1.95
C -2.83 4.73 2.65
O -3.33 4.32 3.69
N -3.06 5.98 2.21
C -2.80 6.52 0.89
C -4.00 7.43 0.63
H -4.85 6.84 0.30
C -4.26 8.02 2.02
H -3.55 8.82 2.22
C -3.99 6.83 2.95
H -4.89 6.27 3.17
H -3.54 7.13 3.90
H -5.27 8.40 2.13
H -3.79 8.19 -0.12
H -1.87 7.11 0.89
H -2.70 5.72 0.15
H -0.36 5.33 1.58
H 1.10 3.81 0.30
H 2.40 -2.37 -1.99
H 1.61 -1.22 -3.06
H -0.72 -3.79 -0.88
H 0.20 -2.66 0.15
C 0.56 -5.34 -2.83
H 0.93 -6.04 -3.57
H 0.40 -4.37 -3.29
H -0.41 -5.69 -2.47
H 2.72 -6.86 -2.33
H 4.62 -7.68 -1.30
H 4.59 -7.57 0.47
H 5.60 -6.47 -0.47
*
```

These are the Mulliken partial charges, in e, on atoms 1 to 4: -1.515, 0.982, -1.002, 0.634